*w*
ORCA calculation (the ωB97M-V functional and the def2-TZVPD basis) on one molecule with the formula C3H4N2S.

```
! RIJCOSX wB97M-V def2-TZVPD def2/J DEFGRID3
* xyz 0 1
C 0.99 0.09 -0.77
C 0.35 -0.45 -1.88
C -1.13 -0.39 -0.33
H 0.68 -0.58 2.31
H 1.98 0.48 -0.65
H 0.78 -0.62 -2.88
H -2.04 -0.49 0.25
N 0.02 0.09 0.18
N -0.96 -0.74 -1.59
S 0.24 0.64 1.80
*
```

gap between HOMO and LUMO = 9.56 eV
LUMO level = 0.0195 hartree
SMILES = Sn1ccnc1
HOMO = -9.033 eV

*x*
ORCA calculation (the ωB97M-V functional and the def2-TZVPD basis) on a 2-piece molecular cluster, C3H4N2S overall.

```
! RIJCOSX wB97M-V def2-TZVPD def2/J DEFGRID3
* xyz 0 1
C 0.54 0.73 0.10
C 2.30 -1.18 -0.03
C 1.39 -0.24 0.17
N -0.13 1.75 -0.01
N -2.98 0.20 0.22
S -2.12 -1.07 -0.12
H 2.32 -2.00 0.61
H 2.97 -1.00 -0.83
H -3.24 0.82 -0.59
H -1.05 2.00 0.47
*
```

gap between HOMO and LUMO (spin up / spin down) = 7.26 / 7.13 eV
LUMO level (spin up / spin down) = -0.0515 / -0.0514 hartree
SMILES = C=C=C=N.N=S
HOMO (spin up / spin down) = -8.659 / -8.526 eV

*y*
ORCA calculation (the ωB97M-V functional and the def2-TZVPD basis) on a 2-piece molecular cluster, C3H4N2S overall.

```
! RIJCOSX wB97M-V def2-TZVPD def2/J DEFGRID3
* xyz 0 1
C 1.19 0.74 -0.70
C -1.22 -0.25 0.11
C -0.84 -1.07 1.06
N 1.53 1.79 -0.27
N 0.94 -0.38 -1.15
S -2.15 0.37 -1.02
H -1.83 -1.59 1.30
H 1.47 2.84 -0.52
H -0.12 -1.22 1.86
H 1.03 -1.24 -0.68
*
```

gap between HOMO and LUMO = 8.36 eV
LUMO level = -0.0050 hartree
SMILES = C=C=S.N=C=N
HOMO = -8.494 eV

*z*
ORCA calculation (the ωB97M-V functional and the def2-TZVPD basis) on C3H4N2S as an isolated structure.

```
! RIJCOSX wB97M-V def2-TZVPD def2/J DEFGRID3
* xyz 0 1
C 0.01 0.98 0.07
C 0.38 1.04 -1.27
C -0.12 -0.33 0.43
N 0.44 -0.05 -1.93
N -0.41 -0.96 1.66
S 0.06 -1.33 -0.99
H -0.14 1.85 0.61
H 0.42 1.90 -2.04
H 0.49 -1.48 1.93
H -1.12 -1.62 1.54
*
```

gap between HOMO and LUMO = 10.14 eV
LUMO level = 0.0228 hartree
HOMO = -9.518 eV

Least stable: *x*

*w*
ORCA calculation (the ωB97M-V functional and the def2-TZVPD basis) on an isolated ion of composition C2H5BrN and charge +1.

```
! RIJCOSX wB97M-V def2-TZVPD def2/J DEFGRID3
* xyz 1 1
C -0.15 0.03 -1.24
C -0.03 0.11 1.32
N 0.47 -0.21 -0.12
Br -1.94 0.63 1.05
H -1.05 0.64 -1.53
H 0.27 -0.47 -2.04
H 0.77 0.92 1.04
H 1.31 -0.84 -0.40
H 0.36 -0.82 1.92
*
```

gap between HOMO and LUMO = 9.94 eV
LUMO level = -0.2035 hartree
SMILES = C=[NH+]CBr
HOMO = -15.475 eV

*x*
ORCA calculation (the ωB97M-V functional and the def2-TZVPD basis) on C2H5BrN as an isolated structure.

```
! RIJCOSX wB97M-V def2-TZVPD def2/J DEFGRID3
* xyz 1 1
C -0.68 0.86 -0.04
C 0.77 -0.42 -0.42
N -0.38 -0.46 0.54
Br 2.54 0.07 0.05
H -0.28 1.69 0.39
H -1.36 0.74 -1.01
H 0.63 -0.97 -1.37
H -0.14 -0.29 1.44
H -1.09 -1.22 0.42
*
```

gap between HOMO and LUMO = 9.79 eV
LUMO level = -0.1691 hartree
HOMO = -14.393 eV

Least stable: *x*

*w*
ORCA calculation (the ωB97M-V functional and the def2-TZVPD basis) on one molecule with the formula C5H9ClN2.

```
! RIJCOSX wB97M-V def2-TZVPD def2/J DEFGRID3
* xyz 0 1
C 0.84 -1.22 0.66
C -0.40 -1.39 -0.12
C -1.36 -0.26 0.26
C -0.95 1.09 -0.33
C -0.42 2.05 0.44
H 1.38 0.49 -1.10
H 3.03 0.18 -1.00
H 0.78 -1.42 1.74
H -0.85 -2.35 0.15
H -0.18 -1.39 -1.19
H -1.43 -0.26 1.35
H -1.18 1.28 -1.38
H -0.04 2.93 -0.05
H -0.28 1.94 1.52
N 2.09 -0.22 -0.94
N 1.98 -0.79 0.26
Cl -3.02 -0.65 -0.27
*
```

gap between HOMO and LUMO = 9.56 eV
LUMO level = 0.0352 hartree
SMILES = C=C[C@@H](Cl)C/C=N\N
HOMO = -8.599 eV

*x*
ORCA calculation (the ωB97M-V functional and the def2-TZVPD basis) on one molecule with the formula C5H9ClN2.

```
! RIJCOSX wB97M-V def2-TZVPD def2/J DEFGRID3
* xyz 0 1
C 0.81 1.47 1.70
C 0.57 0.07 1.18
C 0.13 0.02 -0.25
C -0.42 -1.27 -0.79
C -1.36 -1.99 -0.19
H -0.16 2.03 1.48
H 1.00 1.51 2.81
H 1.69 1.94 1.19
H -0.17 -0.55 1.76
H -0.09 -1.45 -1.81
H -1.86 -2.83 -0.71
H -1.69 -1.77 0.80
H -0.15 1.68 -2.70
H -0.89 0.27 -2.37
N 0.42 0.97 -1.04
N 0.03 0.76 -2.37
Cl 2.15 -0.87 1.32
*
```

gap between HOMO and LUMO = 9.82 eV
LUMO level = 0.0240 hartree
SMILES = C=C/C(=N\N)[C@H](C)Cl
HOMO = -9.164 eV

Least stable: *w*

*w*
ORCA calculation (the ωB97M-V functional and the def2-TZVPD basis) on one molecule with the formula C2H4S2.

```
! RIJCOSX wB97M-V def2-TZVPD def2/J DEFGRID3
* xyz 0 1
C 0.25 -0.40 0.06
C 0.04 0.94 -0.55
S -1.18 -1.08 0.82
S 1.73 -1.10 0.02
H -1.01 0.93 -1.01
H 0.12 1.66 0.29
H 0.96 1.11 -1.22
H -0.90 -2.06 1.59
*
```

gap between HOMO and LUMO = 8.48 eV
LUMO level = -0.0083 hartree
SMILES = CC(=S)S
HOMO = -8.703 eV

*x*
ORCA calculation (the ωB97M-V functional and the def2-TZVPD basis) on one molecule with the formula C2H4S2.

```
! RIJCOSX wB97M-V def2-TZVPD def2/J DEFGRID3
* xyz 0 1
C -0.22 -0.10 -0.51
C 0.23 -0.69 0.72
H -0.83 1.98 -0.05
H 0.31 -0.40 -1.31
H -1.26 -0.29 -0.80
H -0.03 -0.36 1.72
S 0.35 1.54 -0.62
S 1.46 -1.70 0.84
*
```

gap between HOMO and LUMO = 8.47 eV
LUMO level = -0.0106 hartree
SMILES = S=CCS
HOMO = -8.763 eV

*y*
ORCA calculation (the ωB97M-V functional and the def2-TZVPD basis) on one molecule with the formula C2H4S2.

```
! RIJCOSX wB97M-V def2-TZVPD def2/J DEFGRID3
* xyz 0 1
C -0.27 -0.35 0.04
C 1.07 0.27 -0.09
S -3.20 -0.44 0.00
S -1.60 0.63 0.12
H -0.48 -1.45 0.28
H 1.49 0.16 -1.12
H 1.88 -0.07 0.60
H 1.12 1.26 0.17
*
```

gap between HOMO and LUMO = 7.55 eV
LUMO level = -0.0309 hartree
HOMO = -8.390 eV

Least stable: *x*

*w*
ORCA calculation (the ωB97M-V functional and the def2-TZVPD basis) on one molecule with the formula C2H4S2.

```
! RIJCOSX wB97M-V def2-TZVPD def2/J DEFGRID3
* xyz 0 1
C -0.84 -0.45 0.16
C 0.12 0.41 -0.55
S -1.22 1.34 0.11
S 2.08 0.46 -0.02
H -1.61 -1.03 -0.29
H -0.51 -0.67 1.11
H 0.24 0.22 -1.67
H 1.73 -0.28 1.15
*
```

gap between HOMO and LUMO = 9.70 eV
LUMO level = 0.0213 hartree
SMILES = S[C@H]1CS1
HOMO = -9.124 eV

*x*
ORCA calculation (the ωB97M-V functional and the def2-TZVPD basis) on one molecule with the formula C2H4S2.

```
! RIJCOSX wB97M-V def2-TZVPD def2/J DEFGRID3
* xyz 0 1
C 0.31 0.71 0.13
C 0.36 -0.60 -0.14
H 0.01 0.88 1.10
H -0.60 1.26 -0.43
H 1.38 1.06 -0.31
H -2.11 -0.38 -0.48
S -1.15 -1.50 0.08
S 1.80 -1.42 0.04
*
```

gap between HOMO and LUMO = 8.19 eV
LUMO level = -0.0238 hartree
SMILES = CC(=S)S
HOMO = -8.839 eV

*y*
ORCA calculation (the ωB97M-V functional and the def2-TZVPD basis) on a 2-piece molecular cluster, C2H4S2 overall.

```
! RIJCOSX wB97M-V def2-TZVPD def2/J DEFGRID3
* xyz 0 1
C 1.10 -0.63 -0.38
C 0.11 0.13 0.43
S 1.24 1.17 -0.34
S -2.19 0.21 -0.38
H 1.78 -1.34 0.09
H 0.79 -0.93 -1.31
H -0.24 0.25 1.48
H -2.60 1.13 0.42
*
```

gap between HOMO and LUMO = 8.32 eV
LUMO level = -0.0170 hartree
HOMO = -8.783 eV

Least stable: *y*